1.
This record from the Open Molecules 2025 dataset describes a structure of composition C20H17CoN2O3P. The level of theory is the ωB97M-V functional and the def2-TZVPD basis.

Results
F_max (hartree/bohr): 0.01602
Net charge: 0
Electronic energy (Ha): -2831.70115
Orbital gap (alpha / beta) (eV): 8.557 / 8.553
Multiplicity: 2
HOMO level (alpha / beta) (eV): -8.49 / -8.49

Last column: natural (NBO) charge in e.
Geometry (Å):
Co 0.923 2.110 0.402  0.7915
O 1.300 3.346 -1.953  -0.6027
C 0.913 2.281 -1.506  0.3124
C 0.391 1.194 -2.432  -0.1762
C 0.254 1.350 -3.805  -0.1690
C -0.296 0.317 -4.546  -0.1951
C -0.712 -0.855 -3.913  -0.1945
C -0.572 -1.009 -2.544  -0.2305
C -0.006 0.024 -1.801  -0.2456
P 0.304 0.047 -0.010  0.9300
C -1.237 -0.539 0.756  -0.2733
C -1.581 -1.888 0.805  -0.2158
C -2.795 -2.276 1.348  -0.2110
C -3.669 -1.323 1.854  -0.1945
C -3.326 0.021 1.825  -0.1948
C -2.111 0.410 1.279  -0.2145
C 1.444 -1.326 0.330  -0.2797
C 1.938 -2.208 -0.621  -0.2238
C 2.806 -3.226 -0.240  -0.2121
C 3.185 -3.358 1.086  -0.1994
C 2.709 -2.464 2.038  -0.1912
C 1.849 -1.448 1.662  -0.2212
H 0.571 2.277 -4.266  0.2342
H -0.413 0.419 -5.617  0.2190
H -1.154 -1.652 -4.497  0.2185
H -0.911 -1.918 -2.061  0.2217
H -0.894 -2.639 0.432  0.2186
H -3.057 -3.325 1.386  0.2178
H -4.613 -1.630 2.285  0.2177
H -3.995 0.763 2.238  0.2190
H -1.823 1.455 1.283  0.2192
H 1.659 -2.108 -1.662  0.2209
H 3.187 -3.911 -0.985  0.2172
H 3.860 -4.151 1.379  0.2173
H 3.018 -2.554 3.071  0.2209
H 1.495 -0.737 2.401  0.2389
N -0.172 3.828 0.653  -0.6941
N -0.238 4.044 2.056  -0.5312
C 0.697 3.308 2.856  0.8638
O 0.880 3.689 3.992  -0.6581
O 1.224 2.283 2.269  -0.8266
H 0.390 4.521 0.156  0.3899
H -1.109 3.850 0.271  0.3871
H -0.311 5.009 2.346  0.3793

2.
This record from the Open Molecules 2025 dataset describes a cluster of 2 separate species, C20H17F15O8S2 in total at a distorted geometry. The level of theory is the ωB97M-V functional and the def2-TZVPD basis.

Results
SMILES string: O=CC[C@H]1OS(=O)(=O)O[C@]1(CCOCC(F)(F)C(F)(F)C(F)(F)C(F)F)S(=O)(=O)C(F)(F)C(F)(F)C(F)(F)F.c1ccccc1
F_max (hartree/bohr): 0.17629
Net charge: 0
Electronic energy (Ha): -3667.97728
Orbital gap (eV): 7.315
HOMO level (eV): -9.08

Last column: natural (NBO) charge in e.
Geometry (Å):
O 4.600 2.216 -0.309  -0.5034
C 4.683 0.903 0.044  0.3850
C 3.847 -0.222 -0.868  -0.5234
C 2.447 -0.500 -0.062  0.0318
O 1.955 0.857 0.330  -0.6278
S 0.383 0.514 0.907  2.2918
O -0.697 1.625 0.876  -0.7678
O 0.546 -0.021 2.357  -0.8138
O 0.027 -0.646 -0.332  -0.6517
C 1.234 -1.349 -0.793  0.0688
C 1.295 -1.020 -2.398  -0.4699
C -0.127 -1.178 -3.197  -0.0834
O -0.821 0.118 -3.161  -0.5662
C -1.581 0.348 -4.399  -0.1412
C -3.137 0.691 -3.948  0.6468
F -3.670 -0.576 -3.342  -0.3480
F -4.021 0.959 -5.139  -0.3296
C -3.263 1.847 -2.793  0.6005
F -4.724 2.204 -2.717  -0.3170
F -2.885 1.406 -1.424  -0.3063
C -2.465 3.254 -3.153  0.5927
F -3.412 4.357 -2.751  -0.3164
F -2.237 3.441 -4.619  -0.3252
C -1.119 3.455 -2.232  0.4955
F -1.517 3.993 -0.886  -0.3309
F -0.146 4.437 -2.792  -0.3397
S 1.373 -3.213 -0.594  1.8482
O 1.148 -3.870 -1.977  -0.8209
O 2.884 -3.489 -0.230  -0.8367
C 0.364 -3.933 0.808  0.4371
F 1.303 -4.742 1.672  -0.2882
F -0.196 -2.887 1.716  -0.2954
C -0.828 -4.963 0.358  0.5831
F -0.405 -6.022 -0.603  -0.2874
F -1.226 -5.706 1.613  -0.3021
C -2.228 -4.192 -0.126  0.9387
F -3.099 -4.080 1.103  -0.3075
F -3.021 -5.054 -1.073  -0.3014
F -1.998 -2.823 -0.642  -0.3136
H 5.291 0.540 0.978  0.1753
H 3.715 0.285 -1.926  0.2509
H 4.544 -1.155 -0.987  0.2703
H 2.837 -0.935 0.975  0.2626
H 2.175 -1.613 -2.944  0.2712
H 1.605 0.128 -2.494  0.2580
H -0.728 -2.073 -2.734  0.2200
H 0.152 -1.520 -4.307  0.2075
H -1.067 1.195 -5.023  0.2364
H -1.660 -0.606 -5.103  0.2336
H -0.535 2.449 -2.005  0.2133
C -0.557 1.244 5.634  -0.2147
C -0.038 1.969 4.561  -0.2109
C 0.882 2.992 4.789  -0.2076
C 1.291 3.284 6.091  -0.2185
C 0.775 2.556 7.163  -0.2192
C -0.152 1.540 6.935  -0.2140
H -1.276 0.450 5.455  0.2126
H -0.352 1.738 3.546  0.2253
H 1.280 3.562 3.954  0.2103
H 2.011 4.078 6.269  0.2108
H 1.095 2.783 8.177  0.2109
H -0.558 0.977 7.771  0.2108

3.
This record from the Open Molecules 2025 dataset describes the molecule C20H17F3N2O5 at a distorted geometry. The level of theory is the ωB97M-V functional and the def2-TZVPD basis.

Results
Relative energy (zero: lowest compared OMol25 entry of this formula, charge and spin) (kcal/mol): 9.0
SMILES string: O=C1N[C@H](C(=O)O)Cc2cccc(c2)OC/C=C\COc2cc(C(F)(F)F)c1cn2
F_max (hartree/bohr): 0.12708
Net charge: 0
Electronic energy (Ha): -1557.53006
Orbital gap (eV): 8.920
HOMO level (eV): -9.07

Last column: natural (NBO) charge in e.
Geometry (Å):
O -3.856 -0.563 -0.103  -0.5843
O -2.440 0.948 -4.598  -0.5717
F -3.696 0.824 2.582  -0.3092
F -2.383 1.890 1.422  -0.3365
F -1.853 1.682 3.495  -0.3052
N 0.019 -2.344 1.279  -0.4268
O -4.303 0.000 -3.534  -0.6695
O 1.150 -2.250 3.319  -0.5132
O 2.211 0.461 0.675  -0.5187
C -2.631 -0.419 -0.205  0.6590
C -3.095 0.632 -3.538  0.7783
C 3.203 -0.909 3.184  -0.1928
C 3.746 -0.138 2.237  -0.1844
C -0.847 -1.894 0.392  0.0896
C 0.191 -1.729 2.441  0.4955
C 1.895 0.359 -2.938  -0.1570
C 2.380 0.062 -1.677  -0.3246
C -0.583 -0.713 2.852  -0.2519
C 0.693 0.985 -3.146  -0.2460
C 0.476 1.313 -0.743  -0.3177
C 1.701 0.619 -0.582  0.4048
C -1.716 -0.841 0.776  -0.1962
C -1.659 -0.314 2.028  -0.0352
C -0.079 1.449 -2.079  -0.0309
N -2.179 -0.097 -1.470  -0.6567
C 2.511 -2.258 2.881  -0.1013
C 3.487 -0.303 0.750  -0.1511
C -2.376 1.020 2.447  0.9782
C -1.387 2.088 -2.211  -0.4227
C -2.636 1.106 -2.230  -0.1516
H -4.327 -0.614 -2.806  0.5074
H 3.412 -0.697 4.233  0.2090
H 4.255 0.780 2.652  0.2156
H -0.863 -2.183 -0.666  0.2187
H 2.621 -0.040 -3.649  0.2147
H 3.263 -0.349 -1.753  0.2120
H -0.444 -0.423 3.916  0.2560
H 0.428 0.954 -4.224  0.2436
H -0.030 1.772 0.081  0.2324
H -1.147 -0.061 -1.346  0.4141
H 2.912 -3.112 3.286  0.2011
H 2.602 -2.448 1.762  0.1805
H 4.402 0.200 0.331  0.2054
H 3.571 -1.422 0.488  0.2098
H -1.632 2.665 -1.178  0.2207
H -1.503 2.695 -3.111  0.2613
H -3.463 1.620 -1.721  0.2475

4.
This record from the Open Molecules 2025 dataset describes a cluster of 2 separate species, C20H17F3N3O2S in total at a distorted geometry. The level of theory is the ωB97M-V functional and the def2-TZVPD basis.

Results
F_max (hartree/bohr): 0.07206
Net charge: -1
Electronic energy (Ha): -1784.80158
Orbital gap (eV): 4.966
HOMO level (eV): -3.16

Last column: natural (NBO) charge in e.
Geometry (Å):
C 0.933 -1.223 4.921  -0.3922
N 0.301 0.056 4.664  -0.4997
C -0.370 0.615 5.823  -0.3918
C 0.214 0.601 3.382  0.1713
C -0.932 0.394 2.577  -0.2304
C -0.986 0.881 1.281  -0.1085
C 0.083 1.612 0.728  -0.1398
C 0.016 2.100 -0.636  0.0034
C -1.093 2.724 -1.134  -0.2783
C -1.091 3.453 -2.362  0.3136
N -1.141 4.165 -3.287  -0.3029
C -2.255 2.949 -0.335  0.2924
N -3.213 3.132 0.317  -0.3210
C 1.218 1.852 1.550  -0.1174
C 1.274 1.379 2.848  -0.2491
H 1.391 -1.607 4.000  0.2187
H 1.709 -1.101 5.696  0.1748
H 0.189 -1.953 5.292  0.1723
H -0.837 1.579 5.582  0.2124
H -1.141 -0.077 6.203  0.1708
H 0.366 0.766 6.632  0.1766
H -1.759 -0.183 2.987  0.2150
H -1.862 0.672 0.664  0.2231
H 0.935 2.100 -1.215  0.2462
H 2.041 2.444 1.142  0.2040
H 2.133 1.577 3.488  0.2149
F -2.495 1.219 -5.768  -0.3207
C -2.326 0.200 -4.904  0.7336
F -3.274 0.284 -3.940  -0.3244
F -2.489 -0.974 -5.557  -0.3238
S -0.588 0.249 -4.187  2.1019
C -0.763 -1.022 -3.025  -0.8553
C 0.357 -1.754 -2.601  -0.0109
C 0.145 -3.042 -2.019  -0.2657
C 1.195 -3.739 -1.430  -0.2066
C 2.481 -3.192 -1.440  -0.3296
C 2.733 -1.983 -2.109  -0.2178
C 1.701 -1.277 -2.706  -0.2331
O 0.352 -0.096 -5.225  -0.9354
O -0.461 1.508 -3.492  -0.9805
H -1.766 -1.438 -2.966  0.2239
H -0.869 -3.428 -2.060  0.1915
H 0.992 -4.711 -0.972  0.1926
H 3.295 -3.735 -0.969  0.1891
H 3.755 -1.609 -2.171  0.1931
H 1.904 -0.365 -3.266  0.1997

5.
This record from the Open Molecules 2025 dataset describes a cluster of 2 separate species, C20H17O3S2 in total at a distorted geometry. The level of theory is the ωB97M-V functional and the def2-TZVPD basis.

Results
F_max (hartree/bohr): 0.03177
Net charge: -1
Electronic energy (Ha): -1794.46916
Orbital gap (eV): 4.551
HOMO level (eV): -3.24

Last column: natural (NBO) charge in e.
Geometry (Å):
C -6.178 1.631 0.170  -0.6123
C -5.154 2.745 -0.025  0.0824
C -5.452 3.487 -1.300  -0.6408
O -3.853 2.081 -0.034  -0.5518
C -2.703 2.814 0.107  0.0029
S -1.239 2.022 0.000  -0.3375
S -2.894 4.444 0.396  -0.3736
H -7.194 2.042 0.193  0.1930
H -6.126 0.909 -0.653  0.1999
H -6.019 1.092 1.108  0.2098
H -5.243 3.440 0.829  0.2037
H -6.461 3.911 -1.246  0.1929
H -4.746 4.305 -1.474  0.2484
H -5.420 2.795 -2.151  0.1946
C 4.451 -4.003 3.301  -0.1998
C 3.735 -3.820 2.111  -0.2039
C 3.464 -2.523 1.684  -0.0347
C 3.923 -1.415 2.408  -0.1402
C 4.661 -1.587 3.577  -0.1649
C 4.914 -2.887 4.033  -0.2037
C 3.507 -0.149 1.732  0.5548
O 3.794 0.991 2.067  -0.5275
C 2.685 -0.578 0.552  -0.2989
C 2.168 0.300 -0.348  0.0366
C 1.373 -0.061 -1.500  -0.1087
C 0.303 -0.979 -1.412  -0.1161
C -0.453 -1.307 -2.533  -0.2016
C -0.134 -0.758 -3.784  -0.1895
C 0.933 0.148 -3.895  -0.2295
C 1.660 0.510 -2.764  -0.1639
C 2.709 -2.077 0.473  0.5227
O 2.248 -2.818 -0.387  -0.5284
H 4.657 -5.012 3.664  0.2138
H 3.380 -4.656 1.512  0.2309
H 5.018 -0.706 4.108  0.2304
H 5.474 -3.042 4.957  0.2140
H 2.490 1.338 -0.266  0.2363
H 0.046 -1.392 -0.438  0.2254
H -1.288 -2.001 -2.422  0.2127
H -0.718 -1.032 -4.664  0.2067
H 1.195 0.576 -4.866  0.2083
H 2.490 1.218 -2.821  0.2073